# 1
Here is C2H3NO2S in the gas phase at a distorted geometry from the Open Molecules 2025 dataset. Energies are from the ωB97M-V functional and the def2-TZVPD basis.

* DFT total energy: -681.27427 hartree
* gap between HOMO and LUMO: 9.8 eV
* E_LUMO: -0.43 eV
* largest force on an atom: 5.6 eV Å⁻¹
* energy above the lowest of the compared OMol25 structures with the same formula, charge and spin: 485.8 kJ/mol

CARTESIAN COORDINATES (ANGSTROEM)
C 1.277 -0.938 0.279
O -0.304 1.536 -1.230
H 1.644 -0.117 0.745
C -0.082 -1.071 0.170
O -1.820 2.508 -0.024
S -1.168 0.161 0.775
H 1.938 -1.600 -0.072
H -0.383 -2.048 -0.290
N -1.102 1.570 -0.354

---

# 2
Here is C25H38CoN2OP2Sb as an isolated structure from the Open Molecules 2025 dataset. Energies are from the ωB97M-V functional and the def2-TZVPD basis.

* DFT total energy: -3465.77043 hartree
* gap between HOMO and LUMO (spin up / spin down): 7.8 / 8.2 eV
* E_LUMO (spin up / spin down): -2.18 / -2.11 eV
* charge: +1
* spin multiplicity: 2
* largest force on an atom: 0.8 eV Å⁻¹
* ⟨S²⟩: 0.76
* energy above the lowest of the compared OMol25 structures with the same formula, charge and spin: 0.0 kJ/mol

CARTESIAN COORDINATES (ANGSTROEM)
C -2.673 -2.226 -4.616
H 0.657 0.881 -3.089
H -2.612 1.329 2.213
H 1.171 0.975 3.965
H 0.647 2.644 -3.263
H 2.057 -2.062 4.559
H -3.429 1.659 -0.169
H 0.137 -1.309 4.661
H 1.422 3.518 1.399
H 2.312 -2.715 -1.210
H -2.170 3.036 2.292
H 4.423 -2.683 4.681
H -0.505 4.373 -0.856
C -2.843 2.320 1.816
H -4.127 -2.253 -3.080
O 0.089 -1.259 -1.698
H 5.016 -1.356 0.664
H 3.883 -1.875 -1.325
H -0.984 -2.131 -5.947
C 4.868 -2.039 2.683
H -3.387 -2.468 -5.390
C 2.175 -1.359 2.522
H 1.329 1.545 2.289
C 4.358 -1.502 1.512
C 0.701 0.987 2.980
H 1.047 3.583 -1.083
H 0.632 -1.564 -4.171
H 2.504 -1.386 -2.346
C -0.419 -1.474 3.739
H -0.569 -2.542 3.585
Co -0.020 -0.689 0.089
H -0.267 1.485 3.045
H 1.083 5.167 0.902
C -0.815 -1.575 -2.598
C -1.229 1.813 -2.530
H -3.856 2.569 2.138
C 3.126 0.948 -0.521
C -2.593 -1.690 -0.908
H -2.424 -1.044 2.215
C -2.735 -1.332 1.237
C 2.690 -1.904 3.695
C -2.164 -1.789 -2.290
C -0.415 -1.718 -3.938
C 0.199 3.672 -0.401
C -2.720 2.350 0.294
C 4.030 -2.251 3.770
H 4.188 0.735 -0.648
H -1.890 0.970 -2.740
C -3.077 -2.105 -3.308
H -1.786 2.731 -2.727
H -0.193 1.635 -4.433
H 2.732 1.353 -1.455
H -4.573 -2.348 -1.094
H 2.999 1.692 0.266
P 0.480 -0.711 2.352
H -2.932 3.346 -0.100
H 5.916 -2.303 2.746
C 2.800 -1.756 -1.367
N -3.843 -1.999 -0.499
Sb -0.797 1.774 -0.441
C 3.006 -1.178 1.422
C 0.654 4.165 0.970
P 2.238 -0.578 -0.110
C 0.044 1.740 -3.373
H -0.171 4.216 1.684
H -1.386 -0.995 3.862
H -4.860 -1.944 1.399
C -1.321 -2.035 -4.923
C -3.950 -1.774 0.852
N -1.878 -1.292 0.146

---

# 3
Here is an isolated ion of composition C5H12NO and charge +1 at a distorted geometry from the Open Molecules 2025 dataset. Energies are from the ωB97M-V functional and the def2-TZVPD basis.

* DFT total energy: -327.42626 hartree
* gap between HOMO and LUMO: 10.2 eV
* E_LUMO: -3.46 eV
* charge: +1
* largest force on an atom: 1.5 eV Å⁻¹
* energy above the lowest of the compared OMol25 structures with the same formula, charge and spin: 87.5 kJ/mol

CARTESIAN COORDINATES (ANGSTROEM)
H -1.245 2.056 -0.494
H -0.427 -0.218 -2.054
C 0.570 -2.008 1.468
O 1.469 0.798 -1.932
C -1.063 -0.285 0.642
N -0.259 1.940 -0.251
H -1.463 0.440 1.355
H 0.852 -2.764 2.191
H 0.946 0.459 0.563
H 0.355 2.293 -0.992
H -1.260 -1.552 2.394
H 1.370 0.940 -2.886
C 0.452 -0.064 -1.426
C -0.618 -1.442 1.537
H 1.294 -1.812 0.687
H -1.801 -0.607 -0.066
H 0.895 -1.030 -1.328
C 0.062 0.460 -0.057
H -0.128 2.397 0.651

---

# 4
Here is C5H10NO as an isolated structure at a distorted geometry from the Open Molecules 2025 dataset. Energies are from the ωB97M-V functional and the def2-TZVPD basis.

* DFT total energy: -326.20042 hartree
* gap between HOMO and LUMO: 9.3 eV
* E_LUMO: -4.35 eV
* charge: +1
* largest force on an atom: 2.9 eV Å⁻¹
* energy above the lowest of the compared OMol25 structures with the same formula, charge and spin: 213.7 kJ/mol

CARTESIAN COORDINATES (ANGSTROEM)
H -2.761 0.799 1.135
H -2.314 0.720 -1.262
H 1.280 0.854 -1.717
C 1.086 0.599 -0.710
H 0.294 -0.388 1.561
C 0.408 -1.227 0.944
H -0.552 -1.794 0.959
N 1.003 1.510 0.204
H -0.602 -0.359 -2.150
C 0.676 -0.758 -0.462
O -1.834 0.702 0.751
C -0.589 -0.328 -1.074
H 1.166 2.469 -0.017
H 1.178 -1.461 -1.107
H 0.912 1.409 1.188
C -1.660 0.348 -0.540
H 1.170 -1.895 1.241

---

# 5
Here is C9H12N2OS in the gas phase at a distorted geometry from the Open Molecules 2025 dataset. Energies are from the ωB97M-V functional and the def2-TZVPD basis.

* DFT total energy: -933.04982 hartree
* gap between HOMO and LUMO: 8.9 eV
* E_LUMO: 0.60 eV
* largest force on an atom: 4.5 eV Å⁻¹
* energy above the lowest of the compared OMol25 structures with the same formula, charge and spin: 113.9 kJ/mol

CARTESIAN COORDINATES (ANGSTROEM)
O 2.628 -0.050 0.487
N -1.288 1.159 2.863
C 1.455 0.115 0.750
H 0.414 -2.463 1.037
C -0.379 0.702 1.950
H 2.130 0.055 -1.883
C -0.922 -0.132 0.998
C -2.463 0.749 2.565
S -2.557 -0.331 1.190
N 0.951 0.882 1.770
H -0.677 -2.530 -0.265
C 1.140 -0.371 -2.302
H -0.202 1.863 -0.363
H 1.145 -2.589 -0.412
H 0.458 2.094 -1.848
C 0.341 -2.135 0.094
H 0.946 -0.005 -3.220
C 0.179 -0.538 0.108
H -0.993 -0.450 -1.673
H -1.302 1.756 -1.920
C -0.024 -0.060 -1.434
H 1.174 -1.480 -2.606
H -3.333 0.973 3.145
C -0.324 1.485 -1.436
H 1.503 1.302 2.407

---

# 6
Here is C30H42Br2N2P2Zn as an isolated structure at a distorted geometry from the Open Molecules 2025 dataset. Energies are from the ωB97M-V functional and the def2-TZVPD basis.

* DFT total energy: -8887.17248 hartree
* gap between HOMO and LUMO: 6.4 eV
* E_LUMO: -7.14 eV
* charge: +2
* largest force on an atom: 3.3 eV Å⁻¹

CARTESIAN COORDINATES (ANGSTROEM)
H 3.145 0.459 -0.253
C 0.839 0.041 -4.002
H -1.639 0.558 2.404
C -0.544 3.377 1.761
C -1.748 -0.631 2.418
H -3.638 -3.924 3.568
H 3.160 -1.298 -0.545
H 2.294 -4.515 1.685
H 4.868 -1.589 1.340
C -2.339 -2.233 4.048
H -3.969 -0.655 -2.658
C -2.572 -2.208 -1.061
C -2.382 -1.746 0.058
C -3.117 -2.782 1.865
P 1.903 -0.741 1.465
C 0.964 -0.136 -2.475
C 2.685 -3.481 1.596
H 3.203 -0.410 5.032
C 1.477 -2.522 1.637
H 2.444 -1.860 4.269
C 3.286 -0.528 0.250
C -1.066 2.731 -3.408
H -1.402 -0.444 4.552
P 0.211 1.094 -1.233
C -2.426 -2.193 -2.479
C -3.097 -3.072 3.223
Zn 0.008 0.631 2.146
H 0.483 -1.096 -2.213
H 0.878 -2.597 2.563
N -2.372 -2.293 -5.139
H 0.529 3.193 1.675
Br -0.041 5.999 2.583
H -2.986 5.546 2.568
C 1.416 2.546 -1.377
H -3.555 -3.403 1.048
Br -2.063 -2.668 5.898
H -0.727 -3.666 -5.019
H 1.386 -0.777 -4.513
H 2.027 -0.218 -2.194
H -0.215 -0.027 -4.339
H 2.913 3.695 -2.422
H 4.758 0.182 1.698
H 3.216 -3.370 0.632
H -0.625 -3.446 -2.487
H 0.775 -2.729 0.804
H 1.262 0.986 -4.365
H -2.062 3.016 -3.801
H 2.136 2.358 -0.565
H 4.052 -1.261 3.676
H -4.423 3.522 1.884
C -1.780 -1.027 3.746
C 2.220 2.866 -2.653
H 1.373 0.286 3.566
C -1.245 1.717 -2.266
C -1.164 4.583 2.094
C 3.064 -0.958 4.085
C 4.686 -0.583 0.896
H 3.380 -3.272 2.427
H -0.497 2.332 -4.268
C -2.396 -1.602 1.476
H -4.035 -0.928 -5.180
C -3.289 -1.494 -4.584
H -3.221 1.428 1.136
C -1.455 -3.008 -4.483
H -1.746 0.802 -2.623
C -2.693 2.336 1.472
H -1.917 2.178 -1.523
C -3.302 -1.354 -3.177
H 1.589 3.188 -3.489
C -2.554 4.623 2.192
H 2.898 0.914 2.896
H -0.575 3.652 -3.075
C 2.351 -0.019 3.118
H 2.833 2.005 -2.972
N -1.354 2.300 1.591
C -1.404 -2.932 -3.077
H 5.450 -0.378 0.117
H 0.807 3.418 -1.081
C -3.335 3.513 1.841

---

# 7
Here is C8H13Cl3IN3O4RhSSi as an isolated structure from the Open Molecules 2025 dataset. Energies are from the ωB97M-V functional and the def2-TZVPD basis.

* DFT total energy: -3254.41978 hartree
* gap between HOMO and LUMO: 8.1 eV
* E_LUMO: -3.74 eV
* charge: +1
* largest force on an atom: 0.1 eV Å⁻¹
* energy above the lowest of the compared OMol25 structures with the same formula, charge and spin: 0.0 kJ/mol

CARTESIAN COORDINATES (ANGSTROEM)
O 1.341 -2.282 -0.295
C -0.827 2.150 0.535
Cl -1.866 -0.240 2.620
H -1.211 -0.249 -2.574
N -0.828 1.241 -0.479
H 3.025 1.398 2.767
C -1.432 3.368 0.460
C -1.467 1.567 -1.626
H 2.335 -1.683 -2.861
C -2.097 3.706 -0.724
H 2.721 -3.411 -2.567
H 3.122 0.063 3.947
N -1.466 0.719 -2.675
C 1.742 -0.225 2.312
H -0.310 1.850 1.430
Cl -3.235 -1.152 -0.261
Rh 0.218 -0.526 -0.222
H -2.056 0.949 -3.455
I 1.053 1.643 4.533
N 1.709 -1.528 2.512
H -2.597 4.661 -0.825
S 0.714 -2.796 -1.571
C -2.113 2.814 -1.755
C 2.467 0.634 3.298
H -2.616 3.036 -2.686
O -0.295 -1.699 -1.860
Si -1.587 -1.295 0.907
C 1.942 -2.695 -2.821
Cl -1.292 -3.238 1.427
O 1.201 0.346 1.332
H 2.149 -1.932 3.323
H 1.287 -2.152 1.835
H -1.392 4.038 1.306
H 1.470 -2.972 -3.761
O 0.188 -4.109 -1.524

---

# 8
Here is a 3-piece molecular cluster, C4H14N2O2 overall from the Open Molecules 2025 dataset. Energies are from the ωB97M-V functional and the def2-TZVPD basis.

* DFT total energy: -420.72132 hartree
* gap between HOMO and LUMO: 10.1 eV
* E_LUMO: 0.61 eV
* largest force on an atom: 0.6 eV Å⁻¹
* energy above the lowest of the compared OMol25 structures with the same formula, charge and spin: 220.0 kJ/mol

CARTESIAN COORDINATES (ANGSTROEM)
H -0.402 -0.656 3.209
C -0.846 1.906 -1.185
H 2.944 -2.108 -0.769
H -0.490 0.866 1.562
H -0.398 1.713 -2.155
C 0.949 -1.279 -0.781
H -2.479 -0.853 -1.548
H -1.467 2.798 -1.247
H 0.384 -0.563 -0.194
H 0.935 -0.970 -1.825
N 0.403 0.739 2.054
C -1.689 0.738 -0.789
H 0.465 -2.251 -0.706
H -0.074 2.073 -0.440
O -1.961 -0.082 -1.821
N -2.077 0.594 0.402
O 0.391 -0.548 2.659
C 2.368 -1.349 -0.246
H 0.478 1.439 2.792
H -2.650 -0.228 0.582
H 2.348 -1.587 0.813
H 2.865 -0.391 -0.368

---

# 9
Here is C8H9BrS as an isolated structure at a distorted geometry from the Open Molecules 2025 dataset. Energies are from the ωB97M-V functional and the def2-TZVPD basis.

* DFT total energy: -3282.34308 hartree
* gap between HOMO and LUMO: 8.7 eV
* E_LUMO: -0.27 eV
* largest force on an atom: 4.8 eV Å⁻¹
* energy above the lowest of the compared OMol25 structures with the same formula, charge and spin: 108.4 kJ/mol

CARTESIAN COORDINATES (ANGSTROEM)
C -0.187 0.184 0.720
H 2.685 -2.331 1.458
H 1.210 1.774 0.733
C -0.709 2.327 -0.237
C -1.487 -0.172 0.696
H -0.441 3.405 -0.319
H 0.406 -0.543 1.261
C -2.017 1.867 -0.486
Br 2.938 0.859 -0.793
C 2.483 -1.672 0.590
H -2.065 -1.169 0.860
H -2.563 2.482 -1.078
C 3.041 -0.355 0.735
S 3.686 0.257 2.004
C 0.195 1.476 0.483
C -2.340 0.680 -0.025
H -3.365 0.333 -0.293
H 2.905 -2.098 -0.359
H 1.551 -1.416 0.266

---

# 10
Here is C22H23N3O4 in the gas phase from the Open Molecules 2025 dataset. Energies are from the ωB97M-V functional and the def2-TZVPD basis.

* DFT total energy: -1317.44931 hartree
* gap between HOMO and LUMO: 8.8 eV
* E_LUMO: 0.68 eV
* largest force on an atom: 0.9 eV Å⁻¹
* energy above the lowest of the compared OMol25 structures with the same formula, charge and spin: 89.9 kJ/mol

CARTESIAN COORDINATES (ANGSTROEM)
C -4.458 0.547 -1.138
C -1.335 -2.455 -0.440
C -3.670 0.586 0.005
N -0.400 1.983 1.077
C 0.360 -3.654 0.771
O 1.220 0.494 1.553
H -5.615 -1.128 0.818
C 0.961 -1.755 -0.597
H 1.552 3.657 1.457
H 4.685 -2.173 0.241
C 0.886 1.620 1.224
H 3.353 2.217 2.436
C -1.833 1.403 -1.314
H -6.141 0.551 1.130
C -1.501 1.053 1.167
H 0.652 -4.452 1.437
C -0.381 -1.605 -0.950
H -1.715 -4.137 0.836
C 3.302 2.382 1.357
O -4.095 0.218 1.251
H 1.857 2.933 -0.134
H 3.993 3.177 1.070
H -1.065 0.065 1.349
N 3.710 1.168 0.690
C 2.732 -2.947 0.573
H -2.208 1.655 -3.406
H 5.245 -0.605 -1.245
H 3.053 -3.741 1.227
H -4.557 0.899 -3.239
O 4.882 2.152 -0.978
C -2.622 1.362 -2.453
C -0.961 -3.477 0.431
C 1.347 -2.800 0.262
H -5.483 0.214 -1.091
C 4.302 1.193 -0.519
C 3.627 -2.093 0.039
H -2.139 1.306 2.021
C -5.420 -0.225 1.406
H 3.115 0.385 0.940
H -0.800 1.710 -1.392
H -0.619 2.916 0.765
N 3.263 -1.068 -0.785
O 1.659 0.186 -1.773
H 4.019 0.107 -2.318
C 4.256 -0.145 -1.279
C -2.340 1.025 -0.083
C 1.937 -0.799 -1.108
C 1.871 2.748 0.944
C -3.932 0.937 -2.360
H -0.647 -0.808 -1.626
H -5.529 -0.457 2.464
H -2.372 -2.325 -0.711